No. 1
{
  "formula": "C28H81F4N9O17PbS4",
  "method": "ωB97M-V with the def2-TZVPD basis set",
  "species": ["H", "C", "H", "C", "O", "N", "H", "O", "C", "S", "Pb", "C", "F", "H", "H", "H", "H", "H", "H", "C", "C", "O", "H", "H", "O", "C", "H", "O", "H", "H", "H", "C", "H", "H", "N", "H", "N", "H", "C", "C", "C", "H", "C", "O", "H", "H", "H", "H", "H", "H", "H", "S", "H", "O", "C", "O", "H", "C", "H", "H", "O", "S", "H", "C", "C", "H", "C", "H", "H", "H", "H", "H", "H", "H", "N", "F", "H", "H", "O", "O", "H", "H", "H", "N", "O", "O", "H", "N", "H", "C", "H", "N", "H", "H", "H", "O", "F", "F", "H", "H", "H", "C", "H", "H", "H", "H", "H", "H", "S", "H", "H", "H", "H", "C", "H", "O", "H", "H", "H", "C", "H", "C", "H", "H", "N", "C", "H", "H", "C", "O", "C", "H", "N", "C", "H", "H", "H", "H", "O", "C", "H", "C", "H", "H"],
  "coordinates": [[-1.45106, -2.58217, -1.66912], [3.20618, -4.78494, 2.09718], [-0.36507, 1.34798, -6.41950], [-0.98852, -5.10397, 0.39226], [-2.83655, 6.11728, 1.62382], [-4.21369, -2.17606, -0.10311], [2.98365, -1.63377, -2.15751], [1.89114, -0.17200, 1.57961], [-4.71744, -0.47813, 3.13322], [-5.16731, -3.27127, -0.64004], [-2.36242, -1.93039, 1.41241], [-4.27909, 1.92071, 3.47418], [-4.42459, 0.28266, -0.18544], [4.56800, -1.99697, 3.57466], [-5.36552, -0.41936, 4.00968], [5.40864, 4.23062, -1.80372], [4.35092, -3.51392, 4.14418], [-0.38758, -4.31854, 2.33800], [-0.19949, -3.77300, -1.94362], [3.65877, 0.50352, -3.87523], [2.70052, 5.22610, -2.23070], [-4.93546, -3.66009, -2.04501], [2.59204, 5.38543, -3.30544], [-3.00455, -5.44382, 2.45107], [0.01767, 3.01166, -5.17387], [-2.37357, 1.94881, -3.53795], [-1.87176, -4.23034, -2.06094], [3.50879, -5.42577, 0.85687], [5.37234, -0.58676, -3.17597], [-3.61459, 2.66551, 3.91200], [-1.27306, 5.34039, 2.80837], [-1.39269, 4.16948, 1.04486], [5.91889, -4.40031, 3.01138], [-2.63991, 2.40798, -5.59320], [-0.39692, -0.79750, 0.48981], [5.04687, 1.23090, -1.50122], [4.70619, 3.72766, -2.32789], [1.56085, 4.24229, -5.18655], [3.32181, 3.87615, -1.84192], [4.36411, -0.35188, -2.82973], [-2.42836, 3.61988, 0.07989], [-5.62025, -2.66097, 4.34368], [1.37211, 3.23114, -5.54467], [1.44168, 5.37612, -1.56099], [3.09282, -5.21934, -1.17609], [-1.78242, 1.21542, -2.98993], [2.46949, 3.98860, 0.15908], [-1.74287, -5.78688, -0.00223], [-1.86839, -0.33560, -5.11888], [-1.84049, 1.07011, 2.38950], [3.98120, 4.82348, -0.06708], [1.25624, -1.05985, 0.62471], [0.21768, 3.67727, -2.17780], [-1.31757, -3.80896, -0.06509], [4.07230, -3.47995, 2.26230], [5.12893, -0.65015, -0.61112], [-0.73296, 4.86418, 0.52074], [3.19950, -4.62884, -0.26665], [2.15228, -4.52365, 2.21771], [-2.91784, 1.02756, 1.34713], [-6.53427, -3.38596, -0.08819], [-4.85711, -0.98104, -1.15541], [1.98752, 2.55989, -4.94140], [-1.17617, -3.62018, -1.48274], [0.32054, 4.76420, -2.14588], [3.75729, -3.72995, -0.53414], [3.44338, 3.90891, -0.32246], [2.21185, -4.24011, -0.00538], [-0.16842, 2.55509, 1.07063], [2.65629, 3.07774, -2.17196], [0.13052, -6.78696, 2.17756], [-5.14404, 1.79315, 4.12521], [-2.20529, -4.42147, 3.41265], [-1.92753, 3.20632, -0.79542], [3.97068, -2.80983, 3.52502], [-1.80582, 0.76794, -0.58130], [1.58628, 0.15834, 3.42098], [-5.32078, -0.30664, 2.24011], [-0.19898, -0.42403, -1.97348], [0.40056, 1.48751, -0.33368], [3.57576, 0.01217, -4.84379], [3.35167, -5.59123, 2.81694], [-3.30158, 0.03696, -4.70787], [-2.64033, 0.48901, 2.15880], [-4.06496, -0.76543, -2.31961], [1.71898, 0.77541, 4.14556], [6.28196, -0.75514, 1.13863], [-0.71407, 3.10709, 1.72377], [-2.98394, 0.32248, 4.19683], [-3.60390, 0.54891, 3.32938], [-2.92188, 4.50838, -0.31696], [-2.55859, 0.38224, -5.30021], [4.86336, 4.02109, -3.28283], [4.63921, -0.16063, 1.28951], [-4.56564, 2.35092, 2.51438], [-6.28239, -0.71451, -1.24184], [1.06599, -2.39669, 1.48645], [-4.40280, -4.46134, 0.10850], [4.41367, -2.23936, -2.23725], [-0.00302, 3.40741, 2.37831], [3.44290, 0.55150, -1.17347], [-2.05498, 4.99595, 2.12950], [2.66622, 0.91996, 4.16732], [-0.64284, 5.06829, -1.73514], [-3.43515, 1.88461, -3.30584], [1.51236, 2.99543, -6.60005], [0.03039, -5.44440, 0.20255], [5.69781, -4.31373, 1.22612], [-0.24469, 0.19764, -0.65236], [3.43764, 5.97204, -1.93035], [2.64222, 0.68859, -3.51991], [4.00825, 3.06791, 0.07985], [6.17724, -2.88304, 2.16133], [-1.09988, -5.03662, 1.93034], [-0.84146, -6.36328, 3.65431], [1.98296, -1.50132, -0.55928], [0.05999, 1.05000, -4.73712], [-2.81517, 4.37705, 2.60856], [5.86898, 0.90353, 0.53690], [5.57491, -3.79041, 2.17584], [-3.30897, 6.77526, 3.48248], [-5.24693, -2.71110, 3.31907], [-1.93355, 2.92492, -3.32336], [4.03454, 1.52102, -3.98934], [3.76491, -1.70351, -2.80016], [-3.80596, 6.51699, 2.54622], [-4.20593, 7.44451, 2.13436], [0.15796, 5.02477, -3.19465], [4.47619, 0.30382, -1.42657], [-4.20271, -1.78399, 3.14204], [5.53207, -0.12597, 0.66181], [-4.90315, -3.74426, 3.27572], [-2.45023, -4.59713, 2.44644], [-2.03817, 1.70898, -5.01099], [-4.64712, 5.82260, 2.57842], [-1.47176, -1.84457, 4.51397], [-3.17859, 2.92234, 0.45025], [-0.25558, -2.30358, 3.72572], [-1.20822, -2.19517, 3.65996], [-0.80833, -6.38987, 2.56528], [-6.02675, -2.53111, 2.57864], [-0.53364, 1.68718, -5.39637], [3.81710, -2.71463, 1.52817], [-1.56852, -7.12156, 2.28627]],
  "gap_ev": 7.63,
  "mol_weight_g_mol": 1227.46,
  "relative_energy_ev": 3.4838
}

No. 2
{
  "formula": "C5H10N4O2S",
  "method": "ωB97M-V with the def2-TZVPD basis set",
  "species": ["S", "H", "H", "H", "O", "H", "H", "N", "H", "C", "N", "C", "C", "H", "N", "H", "O", "H", "C", "C", "H", "N"],
  "coordinates": [[2.97838, 0.36442, 0.32960], [-1.91658, 0.61355, 1.87730], [-0.65916, -0.50809, 2.60151], [2.18673, 0.52755, -1.76828], [2.03912, 0.94332, 1.25621], [2.24803, 1.93946, -1.06669], [0.20138, 0.83138, 0.68504], [1.03010, -3.07933, -0.31411], [-1.21124, 0.30643, -1.56653], [-0.54336, 0.01473, 0.45052], [0.29291, -1.03598, 0.03710], [2.27773, -2.48167, -0.27174], [-1.54788, 0.49213, -0.61330], [-2.44694, -0.13912, -0.56799], [0.05517, -2.27926, -0.12388], [3.20914, -3.05874, -0.35540], [4.34534, 0.21886, 0.73394], [-2.01475, -1.09849, 1.29460], [2.29659, -1.19278, -0.03699], [-1.34605, -0.31447, 1.66485], [-1.76894, 1.64776, -0.55464], [2.75041, 1.09528, -1.24588]],
  "gap_ev": 9.69,
  "mol_weight_g_mol": 190.23,
  "relative_energy_ev": 3.4369
}

No. 3
{
  "formula": "C7H15BrN",
  "method": "ωB97M-V with the def2-TZVPD basis set",
  "species": ["H", "H", "H", "H", "H", "H", "H", "C", "N", "H", "H", "H", "H", "C", "C", "C", "C", "Br", "H", "C", "H", "H", "H", "C"],
  "coordinates": [[3.09165, -0.83988, 1.63682], [0.92244, 0.50328, 2.44811], [1.01720, -0.08289, -1.42624], [-0.70949, -2.63643, -1.02986], [-1.95781, -0.36777, 0.97806], [-2.02155, 0.01913, -1.82734], [1.73570, -1.54589, -0.74493], [0.51936, -0.63509, 0.62086], [-1.57442, 0.10830, 0.20256], [3.09888, 0.71007, 2.31998], [-1.04309, 1.96423, -0.65697], [-2.70809, -1.30140, -1.11082], [0.87513, 1.38834, 0.98824], [0.77201, -0.92072, -0.73622], [-1.76945, -0.67776, -1.03939], [2.78938, 0.15642, 1.37972], [-1.59983, 1.54983, 0.10412], [-0.21478, -2.10655, 1.66024], [-2.60804, 1.83025, -0.04039], [1.23952, 0.38509, 1.43089], [-0.35374, -1.75626, -2.55235], [3.27886, 0.42294, 0.48336], [-1.19479, 1.90395, 1.02293], [-0.51642, -1.50887, -1.42523]],
  "gap_ev": 9.32,
  "mol_weight_g_mol": 193.11,
  "relative_energy_ev": 0.6198,
  "total_charge": 1
}

No. 4
{
  "formula": "C2HN3O6",
  "method": "ωB97M-V with the def2-TZVPD basis set",
  "species": ["O", "O", "N", "O", "C", "C", "H", "N", "O", "N", "O", "O"],
  "coordinates": [[2.21130, 1.83065, 0.01259], [1.49462, -1.42338, 1.04570], [1.01195, 1.69187, -0.03991], [-1.27973, -2.08633, 0.42374], [-1.03987, 0.14346, 0.08756], [0.46688, 0.22743, -0.04167], [-1.50673, 1.02066, -0.03448], [1.38841, -0.87744, 0.00405], [0.16631, 2.49674, -0.25028], [-1.77579, -1.04606, 0.07690], [1.81475, -1.10007, -1.07958], [-2.95211, -0.87754, -0.20462]],
  "gap_ev": 8.77,
  "smiles": "O=[N+]([O-])C=C([N+](=O)[O-])[N+](=O)[O-]",
  "mol_weight_g_mol": 163.05,
  "relative_energy_ev": 0.9630
}

No. 5
{
  "formula": "C29H54BrN2O9PPdSSi",
  "method": "ωB97M-V with the def2-TZVPD basis set",
  "species": ["H", "S", "H", "H", "O", "H", "H", "C", "H", "O", "C", "H", "H", "C", "C", "H", "C", "H", "C", "C", "O", "C", "H", "C", "H", "H", "P", "C", "H", "C", "H", "C", "C", "H", "H", "C", "H", "O", "O", "H", "N", "H", "H", "C", "N", "H", "C", "H", "H", "O", "C", "H", "H", "H", "H", "H", "H", "C", "H", "H", "Br", "O", "C", "H", "O", "C", "H", "H", "Si", "C", "H", "H", "H", "H", "C", "H", "H", "C", "H", "O", "C", "H", "H", "C", "C", "C", "Pd", "H", "C", "H", "H", "H", "H", "H", "H", "C", "H", "H", "H"],
  "coordinates": [[-0.66453, -2.49210, 3.59312], [3.07290, -0.10299, 0.97578], [-1.99846, 0.14710, -3.17485], [-2.44426, 3.80379, -3.85549], [-1.75851, 0.91667, 2.18139], [2.72364, 3.66249, -2.93804], [2.74067, 5.66570, 0.24326], [3.82112, 1.58421, 2.71084], [-1.32489, -2.75096, -3.11193], [3.19136, 0.25263, -0.44559], [-1.90722, -3.61657, -2.78993], [-0.57693, -5.93147, -1.70002], [3.72864, 4.60399, -1.82744], [-2.40146, -3.47918, -1.33994], [1.35488, -3.97570, -1.71417], [-0.19528, -1.44302, 2.26030], [5.98377, 2.03987, 3.57631], [-2.44096, -5.12764, 1.71232], [1.52718, -4.56866, 0.66054], [1.66728, 4.59645, -1.27915], [0.98397, 1.52455, -2.30461], [-3.21786, -4.73418, -0.97235], [1.08694, -4.99079, 1.56209], [6.51873, 1.03418, 2.77157], [7.58221, 0.83776, 2.80497], [2.17478, 4.07429, 0.76325], [0.03721, 2.76162, -2.47192], [-0.00263, -5.86017, -0.77823], [0.85523, -6.53369, -0.88032], [-1.66396, -4.58776, 2.25617], [-1.20737, 5.02469, 3.66349], [-1.38154, 2.05400, 2.15428], [-3.39097, -2.30261, -1.33635], [-3.58094, -2.87663, 1.47419], [1.90124, -3.05860, -1.49218], [-2.61451, 2.10757, -2.51579], [-3.02633, 0.83521, -0.82072], [-1.33476, 2.31443, -1.84512], [-0.63316, 2.53258, 1.14986], [1.99263, -3.62141, 0.91122], [1.87207, 0.87443, 1.53047], [-0.76973, -5.20858, 2.25837], [0.36252, 6.27446, -1.62874], [0.53176, -4.44067, -0.50170], [-0.85607, 4.24621, 3.12436], [1.02810, 5.41368, 0.61290], [1.91544, 4.95557, 0.17219], [-2.78073, -3.68671, -3.44658], [1.01159, 5.55227, -3.10708], [0.51854, 3.68024, -1.22384], [2.88128, 3.91870, -1.89043], [-4.45305, 1.23154, -1.80299], [-2.64915, -1.36218, 1.48464], [-3.75199, 2.44027, -0.71274], [-3.66037, -4.65523, 0.02152], [2.05526, 6.55188, -2.07419], [-2.00055, -4.50188, 3.29535], [-1.73950, 3.08946, 3.20476], [-1.30651, -4.50867, -2.95773], [6.64165, 2.60645, 4.22168], [-0.21592, -1.16661, -0.63473], [-0.01049, 3.42056, -3.77864], [-3.11555, 3.42223, -3.08930], [-0.62038, -6.24898, 0.03475], [2.90013, -1.48306, 1.29335], [4.62547, 2.32718, 3.55487], [2.32207, -5.25308, 0.34181], [0.07184, 4.00402, 3.45856], [-0.92871, -3.26162, -0.12670], [-0.33302, -2.48335, 2.54861], [-3.20719, 4.16681, -2.29679], [-4.04685, -4.83407, -1.68227], [0.63313, -2.98201, 2.50357], [-2.90508, -1.34027, -1.46143], [-2.71354, -2.36904, 1.89756], [-4.10302, 3.26435, -3.52804], [4.19369, 3.10879, 4.16532], [5.71291, 0.28524, 1.92430], [0.76428, -3.80106, -2.61129], [1.68883, 2.63849, 3.01345], [-1.41886, -3.16966, 1.70236], [-1.76668, 2.57682, 4.16900], [-4.07658, -2.43374, -2.18084], [4.36528, 0.58995, 1.92526], [-3.51887, 1.62095, -1.39479], [1.24607, 5.81922, -2.07822], [1.05330, 1.27162, -0.36924], [-0.44721, 3.47639, 1.35323], [2.34834, 1.78120, 2.46739], [-2.64468, -5.65808, -1.01429], [-1.76453, 1.42064, -4.38127], [-2.75992, 3.40227, 2.96929], [-3.99563, -2.25624, -0.43354], [-3.39258, 0.81339, -4.04684], [6.12017, -0.49853, 1.30106], [-2.42865, 1.05554, -3.59618], [3.14343, 3.00222, -1.35639], [2.08872, -4.75534, -1.94709], [-2.89213, -2.26402, 2.97307]],
  "gap_ev": [7.64, 7.61],
  "mol_weight_g_mol": 852.21
}

No. 6
{
  "formula": "C23H25BrCuN6O6S2",
  "method": "ωB97M-V with the def2-TZVPD basis set",
  "species": ["C", "N", "H", "C", "H", "C", "O", "H", "Cu", "C", "C", "S", "H", "H", "S", "H", "C", "C", "C", "Br", "C", "C", "C", "H", "H", "H", "C", "C", "C", "N", "C", "H", "H", "H", "H", "H", "C", "H", "O", "N", "H", "H", "H", "H", "N", "H", "N", "O", "C", "O", "O", "H", "C", "C", "O", "N", "C", "C", "H", "H", "H", "C", "H", "C"],
  "coordinates": [[-0.79735, 4.13475, 0.97478], [-0.47579, 3.68411, -1.78234], [-0.75366, 3.79265, 2.01056], [-0.52617, -2.96862, 3.15608], [-2.13532, 4.81018, -1.18165], [-2.94439, -2.19644, -1.44235], [2.11272, 0.15573, 3.64354], [0.13780, 5.53315, -1.02415], [0.52937, -0.31703, -0.12838], [-1.79642, 3.77305, -1.15187], [-3.43402, -4.53840, -1.21930], [2.04959, -3.39167, 2.54953], [-3.12512, -5.53912, -0.94752], [-5.40243, -5.14825, -1.84210], [1.41082, -2.84613, -0.32673], [0.90336, -3.65845, 4.65430], [0.46084, 4.49070, -1.00608], [-1.32755, 1.93624, 0.26155], [5.15080, 0.37925, 0.73522], [-6.81334, -2.75437, -2.80569], [2.82273, -0.10750, -2.20311], [0.95846, 2.65301, 0.40413], [-0.03950, 2.29708, -1.75112], [1.95193, 2.57761, -0.04221], [4.47022, 0.37800, 2.79296], [1.09709, -1.94619, 4.20065], [-2.55534, -3.47630, -1.06535], [4.73520, 0.25871, -0.58756], [2.87594, 0.13179, 1.41072], [-1.76445, 3.32235, 0.24185], [-4.20605, -1.97926, -1.98173], [-4.48471, -0.98496, -2.30130], [-1.55352, -3.64722, -0.69592], [-1.26933, 1.57175, 1.28822], [5.43737, 0.28641, -1.40706], [-1.11844, 5.17779, 0.95922], [4.21347, 0.30869, 1.74579], [0.95921, 2.22914, -2.18541], [-1.18050, -1.11746, -0.31307], [0.54308, 4.04586, 0.38748], [-1.07286, -3.88774, 3.37798], [-0.72593, 1.66474, -2.30862], [-1.12193, -2.11402, 3.47371], [-0.98081, -2.42153, 1.10898], [2.48406, 0.04374, 0.14652], [-2.02169, 1.33253, -0.31553], [0.02815, 1.77393, -0.35503], [0.62493, -0.22531, 1.99978], [1.77811, 0.00723, 2.47362], [-2.03942, -0.11338, -2.11998], [3.75011, -0.09346, -3.16414], [-2.49611, 3.14934, -1.70970], [-1.99418, -1.03655, -1.32083], [-4.70740, -4.32828, -1.72745], [1.64613, -0.26175, -2.41211], [-0.30127, -2.87811, 1.71983], [-5.07693, -3.04611, -2.10134], [0.84365, -2.94159, 3.83915], [0.99817, 2.30487, 1.43703], [1.45303, 4.42307, -1.45905], [3.29774, -0.24569, -4.00811], [3.38903, 0.08616, -0.83543], [6.19956, 0.51246, 0.96394], [0.92925, -3.01519, 1.27220]],
  "gap_ev": [7.89, 7.79],
  "spin_multiplicity": 2,
  "mol_weight_g_mol": 689.07,
  "relative_energy_ev": 0.0280
}